One molecule with the formula C3H4O7S in a non-equilibrium geometry. Source: the OMol25 dataset; level of theory: the ωB97M-V functional and the def2-TZVPD basis.

Calculated values
Energy above the lowest of the compared OMol25 structures with the same formula, charge and spin   0.0 kcal per mole
Strongest force on any atom   0.0805 hartree/bohr
HOMO energy   -0.404 Eh
Lowest unoccupied orbital energy   0.4 eV
Kohn-Sham gap   0.41762 hartree
SMILES   C[C@@]12OO[C@]1(O)OS(=O)(=O)O2
2S+1   1

Last column: natural (NBO) charge in e.
CARTESIAN COORDINATES (ANGSTROEM)
C 0.916 -0.453 0.854  0.443
C 1.155 -1.285 -0.482  0.686
C -0.372 0.387 0.909  -0.666
O 2.425 1.225 -1.050  -0.909
O 2.613 -1.134 -0.604  -0.722
O 0.743 -1.742 1.427  -0.225
O 2.034 0.257 1.163  -0.670
O 0.764 -2.400 0.175  -0.222
O 4.398 0.539 0.203  -0.837
O 0.607 -0.970 -1.677  -0.653
S 3.031 0.321 -0.168  2.543
H -0.627 0.453 2.025  0.238
H -1.288 -0.101 0.409  0.246
H -0.106 1.378 0.446  0.248
H 1.093 -1.522 -2.349  0.501



C21H23N3O13PS2TcTe as an isolated structure in a non-equilibrium geometry. Source: the OMol25 dataset; level of theory: the ωB97M-V functional and the def2-TZVPD basis.

Calculated values
⟨S²⟩   3.76
Energy above the lowest of the compared OMol25 structures with the same formula, charge and spin   38.1 kcal per mole
Strongest force on any atom   0.0289 hartree/bohr
HOMO energy (alpha / beta)   -0.200 / -0.200 Eh
Charge   -1
Lowest unoccupied orbital energy (alpha / beta)   1.6 / -0.1 eV
Kohn-Sham gap (alpha / beta)   0.25918 / 0.19540 hartree
2S+1   4

Last column: natural (NBO) charge in e.
CARTESIAN COORDINATES (ANGSTROEM)
Tc 0.625 -0.044 -0.569  1.315
O -1.673 -3.189 -1.389  -0.924
S -0.433 -2.546 -1.092  2.412
O 0.033 -1.521 -2.056  -0.902
O -0.359 -1.869 0.240  -0.960
C 0.785 -3.863 -1.045  -0.357
C 0.250 -5.135 -0.885  -0.177
C 1.075 -6.248 -0.806  -0.212
C 2.447 -6.093 -0.894  -0.200
C 2.988 -4.825 -1.048  -0.207
C 2.171 -3.707 -1.124  -0.220
S 3.012 -2.134 -1.291  2.417
O 4.359 -2.341 -0.836  -0.964
O 2.832 -1.671 -2.636  -0.944
O 2.256 -1.298 -0.289  -0.980
H -0.824 -5.245 -0.839  0.246
H 0.638 -7.229 -0.681  0.213
H 3.103 -6.952 -0.839  0.213
H 4.058 -4.680 -1.098  0.247
O 4.641 4.941 -3.488  -0.743
C 3.397 4.941 -3.510  0.729
O 2.585 5.850 -3.748  -0.737
C 2.759 3.677 -2.871  -0.040
C 3.539 2.590 -2.507  -0.215
C 2.964 1.493 -1.889  0.045
N 1.656 1.452 -1.620  -0.431
C 0.882 2.497 -1.981  0.051
C 1.393 3.610 -2.610  -0.187
C -0.550 2.382 -1.536  0.764
O -1.383 3.225 -1.763  -0.592
O -0.769 1.299 -0.815  -0.668
H 4.601 2.631 -2.702  0.255
H 3.549 0.637 -1.588  0.220
H 0.751 4.437 -2.880  0.271
C -2.256 2.457 2.010  -0.630
C -2.595 1.085 2.551  -0.047
O -2.251 0.092 1.579  -0.854
P -3.245 -0.737 0.659  2.109
O -2.968 -0.627 -0.771  -1.082
Te -3.182 -3.018 1.537  -0.009
O -4.712 -0.262 1.084  -0.857
C -5.519 0.454 0.111  -0.061
C -6.257 -0.512 -0.785  -0.639
H -2.456 3.220 2.765  0.202
H -2.843 2.679 1.119  0.231
H -1.206 2.503 1.725  0.222
H -3.651 1.000 2.807  0.190
H -2.008 0.853 3.443  0.168
H -4.876 1.116 -0.468  0.206
H -6.202 1.055 0.709  0.180
H -5.551 -1.078 -1.392  0.241
H -6.923 0.040 -1.449  0.211
H -6.856 -1.205 -0.192  0.206
C 1.570 0.864 4.754  -0.400
N 1.481 1.188 3.343  -0.325
C 1.803 2.391 2.756  -0.083
C 1.616 2.228 1.419  -0.059
N 1.185 0.944 1.193  -0.445
C 1.113 0.346 2.364  0.227
H 1.453 1.775 5.335  0.216
H 2.532 0.409 4.987  0.214
H 0.771 0.175 5.019  0.219
H 2.130 3.235 3.335  0.226
H 1.757 2.930 0.615  0.247
H 0.788 -0.671 2.518  0.238



C37H43O6PPbS as an isolated structure. Source: the OMol25 dataset; level of theory: the ωB97M-V functional and the def2-TZVPD basis.

Calculated values
Energy above the lowest of the compared OMol25 structures with the same formula, charge and spin   0.0 kcal per mole
Strongest force on any atom   0.0065 hartree/bohr
HOMO energy   -0.291 Eh
Lowest unoccupied orbital energy   -0.2 eV
Kohn-Sham gap   0.28390 hartree
2S+1   1

Last column: Löwdin charge in e.
CARTESIAN COORDINATES (ANGSTROEM)
Pb -1.457 -0.639 -1.362  0.876
C 0.911 0.464 4.084  0.026
C 1.958 0.179 3.027  -0.573
C 3.379 0.266 3.549  0.020
O 1.759 1.093 1.959  -0.001
C 1.775 0.368 0.732  -0.133
C 1.151 -0.937 1.203  -0.164
O 1.767 -1.126 2.476  -0.010
C 1.332 -2.182 0.367  -0.216
O 0.334 -2.288 -0.670  -0.065
C 2.716 -2.528 -0.097  -0.148
C 2.964 -2.767 -1.445  -0.042
C 4.244 -3.084 -1.874  -0.073
C 5.288 -3.168 -0.963  -0.084
C 5.043 -2.938 0.383  -0.070
C 3.763 -2.624 0.819  -0.007
C 0.276 -3.228 0.453  -0.212
C -0.882 -3.093 1.455  -0.229
C -1.841 -4.251 1.422  -0.017
C -1.507 -5.433 0.927  -0.075
C -0.203 -5.632 0.307  -0.051
C 0.625 -4.616 0.070  0.027
C 0.979 1.139 -0.354  -0.370
O -0.396 0.814 -0.267  -0.324
C 1.498 0.897 -1.777  -0.167
C 2.728 0.330 -2.099  -0.039
C 3.129 0.207 -3.424  -0.070
C 2.316 0.658 -4.451  -0.074
C 1.097 1.244 -4.144  -0.073
C 0.705 1.368 -2.822  -0.080
C 1.104 2.644 -0.051  -0.134
C 2.139 3.406 -0.580  -0.010
C 2.249 4.757 -0.277  -0.076
C 1.322 5.364 0.555  -0.094
C 0.288 4.606 1.091  -0.076
C 0.185 3.256 0.794  -0.038
H 0.989 1.499 4.416  0.094
H 1.046 -0.198 4.940  0.091
H -0.081 0.304 3.659  0.092
H 3.557 1.247 3.987  0.093
H 4.079 0.110 2.727  0.088
H 3.548 -0.499 4.308  0.093
H 2.812 0.213 0.428  0.149
H 0.088 -0.760 1.332  0.133
H 2.152 -2.689 -2.156  0.129
H 4.424 -3.264 -2.927  0.107
H 6.286 -3.418 -1.299  0.101
H 5.851 -3.008 1.101  0.103
H 3.572 -2.449 1.869  0.113
H -0.417 -3.055 2.451  0.183
H -2.815 -4.061 1.852  0.122
H -2.204 -6.261 0.949  0.105
H 0.076 -6.632 0.001  0.107
H 1.566 -4.770 -0.438  0.117
H 3.401 -0.031 -1.336  0.104
H 4.085 -0.251 -3.646  0.104
H 2.630 0.554 -5.482  0.103
H 0.442 1.595 -4.930  0.109
H -0.240 1.850 -2.597  0.100
H 2.863 2.950 -1.243  0.117
H 3.060 5.336 -0.702  0.101
H 1.401 6.419 0.786  0.098
H -0.438 5.068 1.749  0.101
H -0.608 2.660 1.221  0.102
S -1.790 -1.236 -3.581  -0.104
C -2.782 3.419 -1.159  -0.135
C -3.882 2.421 -1.519  -0.377
P -3.631 0.818 -0.691  0.907
C -3.636 1.126 1.106  -0.366
C -4.800 1.927 1.682  -0.128
C -5.043 -0.247 -1.141  -0.379
C -6.421 0.403 -1.253  -0.137
H -2.891 4.335 -1.738  0.079
H -1.789 3.011 -1.347  0.049
H -2.819 3.687 -0.102  0.066
H -3.883 2.208 -2.592  0.092
H -4.870 2.814 -1.268  0.077
H -2.683 1.618 1.310  0.065
H -3.559 0.135 1.561  0.081
H -4.913 2.892 1.185  0.065
H -4.635 2.122 2.743  0.075
H -5.743 1.391 1.591  0.059
H -5.033 -1.060 -0.410  0.085
H -4.757 -0.702 -2.095  0.065
H -6.744 0.850 -0.314  0.055
H -7.162 -0.343 -1.538  0.074
H -6.433 1.182 -2.017  0.066
O -2.364 -1.875 0.169  -0.357
O -1.597 -1.875 1.383  -0.191